ORCA calculation (ωB97M-V/def2-TZVPD) on a structure of composition C21H49B3FO13PS in a non-equilibrium geometry.

The geometry in XYZ format:
```
89
Properties=species:S:1:pos:R:3
S -0.155 -9.393 2.996
P -0.425 -7.900 4.223
F 4.316 -5.430 3.446
O 6.711 0.784 3.068
O -7.535 4.898 -5.395
O 1.999 -8.454 5.717
O -2.675 0.741 -0.021
O 1.374 -6.096 5.512
O 3.848 -0.237 2.923
O 5.115 0.988 0.456
O -5.462 2.990 -4.266
O -1.524 2.035 -2.511
O -5.573 3.489 -7.267
O 3.500 -6.693 6.507
O 5.375 -3.780 4.444
O 0.147 1.880 0.061
C 4.456 -4.465 4.391
C -6.182 2.252 -5.245
C -1.623 1.236 -3.673
C -5.339 4.397 -4.431
C 3.872 1.381 1.011
C 5.017 0.183 -0.702
C -2.769 2.373 -1.920
C -6.626 5.207 -4.352
C 3.275 -4.349 5.363
C -1.455 0.060 -0.281
C -0.223 0.567 0.454
C -8.857 4.634 -4.967
C 0.345 2.779 1.134
C 5.048 -0.972 2.700
C 6.919 1.685 4.137
C -5.586 2.215 -6.645
C 6.279 -0.509 3.463
C -4.322 3.865 -7.808
C 3.788 1.122 2.509
C -2.802 2.100 -0.423
C 4.524 -8.637 5.124
B 2.712 -5.780 5.809
B 3.297 -7.916 5.821
B 1.164 -7.451 5.255
H -8.892 4.204 -3.962
H -0.307 2.559 1.984
H -3.782 2.420 -0.060
H -1.636 1.869 -4.565
H -0.740 0.594 -3.715
H 2.501 -3.753 4.839
H 5.053 0.807 -1.599
H 5.250 -1.061 1.633
H -9.455 5.549 -5.005
H -2.078 2.722 0.107
H -7.227 2.560 -5.266
H -2.919 3.448 -2.076
H -4.785 4.627 -5.341
H 4.612 -9.701 5.392
H -1.276 -0.012 -1.353
H 3.569 -3.744 6.239
H -0.390 0.504 1.534
H -4.254 4.954 -7.775
H -7.082 5.059 -3.367
H 4.830 -1.985 3.038
H 4.356 -8.544 4.030
H -3.597 1.842 -2.398
H 1.392 2.761 1.448
H 2.813 1.485 2.844
H -1.624 -0.967 0.056
H -4.699 4.730 -3.609
H -6.366 6.268 -4.452
H 6.081 -0.556 4.538
H 4.522 1.718 3.053
H -0.788 -6.740 3.479
H 7.955 1.630 4.483
H 6.235 1.500 4.971
H -4.583 1.778 -6.603
H 7.097 -1.203 3.239
H 3.033 0.879 0.515
H -3.485 3.460 -7.232
H -1.484 -8.133 5.141
H -6.192 1.221 -4.877
H 3.769 2.460 0.842
H 6.729 2.695 3.769
H -6.214 1.562 -7.264
H -2.504 0.589 -3.659
H 4.110 -0.429 -0.708
H -9.293 3.906 -5.654
H 0.106 3.784 0.782
H 5.873 -0.494 -0.714
H 0.617 -0.092 0.203
H -4.249 3.543 -8.851
H 5.452 -8.075 5.332
```

Molecular weight: 624.09 g mol⁻¹
2S+1: 1
Electronic energy: -74060.9047 eV
Total charge: 0